{
  "formula": "C2H3ClFI",
  "method": "ωB97M-V with the def2-TZVPD basis set",
  "species": ["C", "C", "F", "Cl", "I", "H", "H", "H"],
  "coordinates": [[-0.5398, 1.4114, -0.1534], [0.5247, 0.6724, -0.1641], [0.5888, -0.4243, 0.6419], [-0.6853, -3.0851, -0.1612], [2.4449, 0.9858, -0.9336], [-1.4352, 1.0129, 0.4026], [-0.6473, 2.3250, -0.6669], [-0.2508, -2.8981, 1.0347]],
  "forces_ev_per_angstrom": [[-2.13, -0.66, 0.76], [1.64, -0.91, 1.04], [-0.20, 0.24, -0.43], [0.00, -0.11, 0.17], [-0.46, 0.16, -0.14], [1.12, 0.52, -0.57], [0.09, 0.73, -0.60], [-0.06, 0.01, -0.24]],
  "spin_multiplicity": 1,
  "de_lowest_kcal_mol": 11.8,
  "orbital_gap_ev": 9.98,
  "max_force_ha_per_bohr": 0.046,
  "smiles": "C=C(F)I.Cl"
}

{
  "formula": "H14LiO7",
  "method": "ωB97M-V with the def2-TZVPD basis set",
  "species": ["Li", "O", "H", "H", "O", "H", "H", "O", "H", "H", "O", "H", "H", "O", "H", "H", "O", "H", "H", "O", "H", "H"],
  "coordinates": [[6.6006, -2.7735, 21.2196], [8.3500, -2.2773, 20.3603], [8.3951, -1.3501, 20.1336], [8.7911, -2.6161, 19.5754], [6.8717, -0.9529, 22.4141], [6.9239, -1.3062, 23.2612], [6.8326, 0.0042, 22.4655], [6.5280, -2.3322, 17.8823], [6.9481, -2.9890, 18.4438], [6.2432, -2.9024, 17.1593], [4.8093, -3.7654, 22.1526], [3.9693, -3.3358, 22.1498], [4.6182, -4.6876, 21.9731], [7.7876, -3.9635, 22.5848], [7.7537, -3.9780, 23.5776], [8.6262, -4.2984, 22.3864], [5.2667, -1.8068, 20.0699], [5.7853, -1.7885, 19.2798], [4.6124, -2.4748, 19.8901], [7.0982, -4.4764, 19.4473], [7.8026, -4.8722, 19.9532], [6.5057, -5.2436, 19.4297]],
  "forces_ev_per_angstrom": [[-0.12, 0.23, 0.36], [0.36, 0.00, -0.63], [-0.18, 0.86, 0.53], [0.13, -0.59, -0.05], [-0.10, 0.37, -2.51], [0.22, -0.53, 2.48], [-0.12, 0.01, 0.16], [0.32, -0.25, -0.67], [0.30, -0.22, 0.25], [-0.23, 0.43, -0.36], [1.14, -0.35, -0.20], [-0.97, 0.62, 0.11], [-0.02, -0.26, 0.13], [-2.15, 0.67, 1.93], [-0.13, -0.05, -1.41], [2.15, -0.63, -0.51], [-0.30, 0.07, 1.85], [0.33, 0.34, -1.57], [-0.54, -0.21, -0.16], [-0.63, -0.96, 0.41], [0.90, 0.13, 0.31], [-0.34, 0.33, -0.46]],
  "charge": 1,
  "spin_multiplicity": 1,
  "de_lowest_kcal_mol": 6.7,
  "orbital_gap_ev": 11.60,
  "max_force_ha_per_bohr": 0.058
}

{
  "formula": "C3H7N3O",
  "method": "ωB97M-V with the def2-TZVPD basis set",
  "species": ["C", "N", "C", "N", "C", "O", "N", "H", "H", "H", "H", "H", "H", "H"],
  "coordinates": [[1.5891, 0.9858, -0.5002], [1.3851, -0.0975, 0.1700], [0.2515, -0.8583, 0.0659], [0.3753, -2.2575, 0.2837], [-1.0453, -0.3945, -0.0269], [-2.1402, -0.9352, 0.1261], [-1.1509, 1.1828, -0.0160], [2.4669, 1.5903, -0.2828], [-0.2404, 1.6214, 0.1971], [1.0018, 1.2810, -1.3789], [-0.4015, -2.5890, 0.8494], [1.2536, -2.4579, 0.7487], [-1.4710, 1.5412, -0.9153], [-1.8740, 1.3874, 0.6790]],
  "forces_ev_per_angstrom": [[0.19, -0.25, -0.02], [-0.07, 0.33, -0.19], [-0.23, 0.00, -0.04], [0.07, 0.13, 0.20], [0.13, 0.14, 0.03], [0.15, 0.08, -0.07], [-0.11, 0.08, 0.00], [-0.04, -0.17, 0.00], [-0.26, -0.05, 0.09], [0.00, -0.09, 0.12], [0.06, -0.07, -0.10], [-0.05, 0.05, -0.06], [0.03, -0.12, 0.10], [0.11, -0.06, -0.06]],
  "spin_multiplicity": 1,
  "de_lowest_kcal_mol": 69.3,
  "orbital_gap_ev": [6.92, 6.92],
  "max_force_ha_per_bohr": 0.008,
  "smiles": "C=N/C(N)=C(\\[NH3+])[O-]"
}

{
  "formula": "C3H10N3",
  "method": "ωB97M-V with the def2-TZVPD basis set",
  "species": ["C", "C", "C", "N", "N", "N", "H", "H", "H", "H", "H", "H", "H", "H", "H", "H"],
  "coordinates": [[0.6858, 0.5053, 1.4107], [0.7260, 0.0743, -0.0082], [-1.9622, -0.1179, -0.4665], [1.3946, -0.6374, 0.9006], [1.2922, 0.6970, -1.0896], [-0.6098, -0.7476, -0.2125], [1.1626, 1.3760, 1.8489], [-0.2419, 0.2509, 1.9438], [-1.8538, 0.5835, -1.1974], [-2.7455, -0.7957, -0.9780], [-2.3740, 0.2851, 0.5253], [2.3540, -0.4072, 1.0446], [1.7835, 0.0973, -1.6855], [1.2559, 1.5643, -1.5554], [-0.2967, -1.4012, -1.0766], [-0.5707, -1.3268, 0.5957]],
  "forces_ev_per_angstrom": [[-2.05, 0.68, 0.69], [-2.59, 3.99, -1.19], [-1.45, -2.03, 2.13], [2.10, -2.61, 2.99], [0.20, -1.11, 0.01], [0.95, -1.61, -4.36], [0.41, -0.16, -0.59], [0.40, 0.23, -0.07], [0.62, 2.51, -1.55], [1.56, 0.30, 1.37], [0.69, -0.50, -1.67], [1.01, -0.43, -0.76], [1.00, -1.24, -0.76], [-1.10, 1.42, 0.62], [-1.33, 1.54, 2.39], [-0.42, -0.95, 0.76]],
  "charge": 1,
  "spin_multiplicity": 1,
  "de_lowest_kcal_mol": 84.6,
  "orbital_gap_ev": 11.46,
  "max_force_ha_per_bohr": 0.095,
  "smiles": "C[NH2+][C@@]1(N)CN1"
}

{
  "formula": "C6H10",
  "method": "ωB97M-V with the def2-TZVPD basis set",
  "species": ["C", "C", "C", "C", "C", "C", "H", "H", "H", "H", "H", "H", "H", "H", "H", "H"],
  "coordinates": [[1.0855, -0.3469, 1.2011], [0.0973, 0.1182, 0.0920], [-1.4288, 0.2090, 0.4884], [0.7163, 1.3630, -0.6085], [-0.0590, -0.9810, -0.9140], [-0.5209, -1.8383, -1.6299], [0.7685, -1.2980, 1.6377], [1.1588, 0.4080, 1.9897], [2.1139, -0.5135, 0.8318], [-1.9755, 0.3521, -0.4514], [-1.7248, -0.8061, 0.7794], [-1.9303, 0.8722, 1.2149], [0.7613, 2.2075, 0.0857], [1.7484, 1.1988, -0.9684], [0.1343, 1.6487, -1.4892], [-0.9450, -2.5939, -2.2592]],
  "forces_ev_per_angstrom": [[-0.22, -0.03, 0.06], [0.54, -0.44, -0.52], [-0.56, -0.33, -0.19], [-0.25, 0.01, 0.02], [-0.22, -0.34, -0.28], [0.46, 0.33, 0.22], [-0.11, 0.17, 0.05], [-0.14, -0.07, -0.03], [-0.57, 0.19, -0.19], [0.13, 0.19, 0.14], [0.14, 0.18, 0.15], [1.22, 0.27, 0.00], [-0.13, -0.06, -0.05], [-0.47, -0.29, 0.31], [-0.08, 0.04, 0.19], [0.27, 0.18, 0.12]],
  "spin_multiplicity": 1,
  "de_lowest_kcal_mol": 45.5,
  "orbital_gap_ev": 10.82,
  "max_force_ha_per_bohr": 0.024,
  "smiles": "C#CC(C)(C)C"
}

{
  "formula": "C2H4",
  "method": "ωB97M-V with the def2-TZVPD basis set",
  "species": ["C", "C", "H", "H", "H", "H"],
  "coordinates": [[0.6361, -0.0653, -0.0417], [-0.7466, -0.0530, 0.0003], [1.2121, 0.9605, 0.1373], [1.3535, -0.9171, -0.0368], [-1.1146, 0.9271, -0.1262], [-1.3405, -0.8523, 0.0670]],
  "forces_ev_per_angstrom": [[-0.55, 1.57, 1.17], [6.23, 2.43, -0.59], [-1.43, -2.17, -0.95], [-1.11, 0.39, 0.08], [-1.01, 0.81, 0.33], [-2.13, -3.02, -0.05]],
  "spin_multiplicity": 1,
  "de_lowest_kcal_mol": 14.8,
  "orbital_gap_ev": 11.30,
  "max_force_ha_per_bohr": 0.131,
  "smiles": "C=C"
}